(1)
Here is a molecular structure, C14H20Br10CoF12InO12S4 from the Open Molecules 2025 dataset. Energies are from the ωB97M-V functional and the def2-TZVPD basis.

Last column: Löwdin charge in e.
CARTESIAN COORDINATES (ANGSTROEM)
In 2.075 -0.074 4.679  1.101
Co 1.845 -0.940 -0.762  0.953
C 5.647 1.023 1.006  -0.661
F 5.961 -0.306 1.168  0.123
F 6.181 1.692 1.961  0.215
F 6.000 1.519 -0.152  0.164
S 3.753 1.236 0.962  0.639
O 3.338 0.879 2.316  -0.422
O 3.509 2.691 0.665  -0.287
O 3.206 0.289 -0.029  -0.345
C 1.794 -4.041 -3.577  -0.554
F 1.869 -4.639 -2.340  0.074
F 2.978 -4.350 -4.150  0.155
F 0.770 -4.482 -4.273  0.197
S 1.703 -2.155 -3.106  0.597
O 2.857 -1.761 -2.321  -0.288
O 1.585 -1.408 -4.356  -0.251
O 0.675 -1.847 -2.094  -0.387
C 2.991 -4.528 2.018  -0.513
F 4.342 -4.608 1.904  0.118
F 2.428 -5.129 0.870  0.050
F 2.600 -5.173 3.115  0.139
S 2.600 -2.623 2.131  0.567
O 3.793 -1.902 2.679  -0.351
O 2.223 -2.107 0.811  -0.356
O 1.515 -2.418 3.092  -0.470
C -1.266 1.840 0.839  -0.673
F -2.112 1.592 -0.163  0.116
F -0.356 2.647 0.387  0.119
F -1.967 2.374 1.847  0.118
S -0.541 0.132 1.372  0.573
O -1.696 -0.733 1.564  -0.262
O 0.341 -0.186 0.239  -0.412
O 0.264 0.368 2.565  -0.411
Br -3.764 -1.972 -2.837  0.616
C -2.259 -3.133 -2.236  -0.673
C -2.138 -3.078 -0.740  -0.620
Br -0.726 -4.362 -0.110  0.675
H -1.367 -2.894 -2.814  0.025
H -2.451 -4.134 -2.621  0.053
H -3.082 -3.188 -0.205  0.065
H -1.769 -2.090 -0.466  0.018
Br -3.193 3.085 -4.518  0.631
C -1.803 1.873 -3.833  -0.702
C -0.701 2.618 -3.148  -0.590
Br 0.605 1.279 -2.475  0.823
H -1.563 1.150 -4.613  0.064
H -2.219 1.250 -3.041  0.032
H -1.063 3.256 -2.343  0.053
H -0.148 3.229 -3.861  0.064
Br -2.365 5.298 0.458  0.620
C -4.129 4.649 -0.350  -0.570
C -5.227 4.477 0.790  -0.637
Br -7.015 4.305 -0.057  0.572
H -3.972 3.712 -0.886  0.037
H -4.442 5.400 -1.075  0.042
H -5.315 5.381 1.391  0.037
H -5.161 3.665 1.515  0.049
Br -4.946 -3.780 3.324  0.558
C -3.344 -4.279 4.431  -0.634
C -2.010 -4.125 3.617  -0.615
Br -0.377 -4.301 4.795  0.606
H -3.423 -5.330 4.711  0.048
H -3.197 -3.736 5.365  0.046
H -1.897 -3.098 3.270  0.028
H -1.959 -4.825 2.784  0.027
Br 2.530 5.939 -2.677  0.558
C 2.597 4.831 -1.019  -0.669
C 1.325 5.030 -0.211  -0.681
Br 1.196 6.925 0.431  0.550
H 3.415 5.096 -0.350  0.058
H 2.718 3.777 -1.269  0.030
H 1.387 4.379 0.661  0.046
H 0.346 4.849 -0.655  -0.011

Results
F_max, eV Å⁻¹: 5.541
Charge: 0
Spin multiplicity: 5
DFT total energy, a.u.: -31552.4542

***

(2)
Here is a gas-phase ion, C14H20Br2N2O4P (charge +1) from the Open Molecules 2025 dataset. Energies are from the ωB97M-V functional and the def2-TZVPD basis.

Last column: Löwdin charge in e.
CARTESIAN COORDINATES (ANGSTROEM)
C -5.637 -0.765 2.480  0.175
C -4.425 -1.495 2.286  -0.045
N -3.049 -1.812 1.664  -0.157
N -3.014 -2.568 0.534  0.077
C -1.691 -2.860 -0.046  -0.445
Br -1.766 -4.058 -1.701  0.701
C -0.179 -2.415 0.372  -0.057
C 1.220 -2.779 -0.399  -0.176
C 1.745 -1.545 -1.369  -0.203
P 0.390 -0.290 -1.855  0.771
O -0.892 -0.915 -2.537  -0.369
O -0.159 0.740 -0.556  -0.345
C -1.500 1.296 -0.822  -0.244
C -1.866 2.306 0.459  -0.093
O 1.091 0.804 -3.066  -0.261
C 2.021 1.662 -2.313  -0.316
C 2.940 2.531 -3.404  -0.088
C -0.238 -1.488 1.769  0.006
C 1.111 -0.899 2.513  -0.164
O 1.055 0.535 2.834  -0.250
C 1.850 1.353 1.906  -0.099
C -1.781 -1.318 2.266  -0.363
Br -2.009 -0.257 3.994  0.741
H -6.589 -0.111 2.765  0.108
H 2.081 -2.957 0.393  0.129
H 1.091 -3.795 -1.007  0.118
H 2.148 -2.024 -2.382  0.140
H 2.682 -0.998 -0.872  0.103
H -2.362 0.505 -0.861  0.124
H -1.435 1.992 -1.761  0.140
H -1.659 1.801 1.498  0.052
H -1.263 3.314 0.427  0.086
H -3.021 2.605 0.450  0.098
H 1.468 2.483 -1.651  0.130
H 2.760 1.052 -1.628  0.100
H 2.297 3.463 -3.766  0.097
H 3.925 2.866 -2.864  0.086
H 3.177 1.825 -4.314  0.091
H 2.055 -1.238 1.908  0.128
H 1.174 -1.473 3.558  0.161
H 1.144 2.071 1.272  0.100
H 2.613 0.761 1.245  0.094
H 2.500 2.094 2.581  0.121

Results
F_max, eV Å⁻¹: 10.258
Charge: +1
SMILES string: C#C[n+]1nc(Br)c(CCP(=O)(OCC)OCC)c(COC)c1Br
DFT total energy, a.u.: -6444.5305

***

(3)
Here is a molecular structure, C14H20Br4Cl6F12N2O8S4Zn from the Open Molecules 2025 dataset. Energies are from the ωB97M-V functional and the def2-TZVPD basis.

Last column: Löwdin charge in e.
CARTESIAN COORDINATES (ANGSTROEM)
Zn -2.028 -1.689 -0.138  0.706
C -4.805 -3.505 2.119  -0.788
F -3.781 -3.313 2.832  0.199
F -4.902 -4.784 1.904  0.186
F -5.776 -2.975 2.802  0.202
S -4.609 -2.665 0.473  0.659
O -5.830 -2.965 -0.212  -0.250
O -4.184 -1.273 0.733  -0.343
N -3.307 -3.342 -0.238  -0.361
S -3.151 -4.751 -1.023  0.654
O -1.734 -4.993 -1.091  -0.262
O -4.119 -5.652 -0.415  -0.261
C -3.715 -4.518 -2.748  -0.756
F -2.727 -4.176 -3.527  0.132
F -4.215 -5.624 -3.216  0.192
F -4.600 -3.541 -2.862  0.132
C 1.246 -2.014 2.491  -0.741
F 1.446 -2.861 1.551  0.204
F 1.152 -2.595 3.649  0.194
F 2.187 -1.098 2.512  0.171
S -0.476 -1.224 2.247  0.737
O -1.435 -2.284 2.206  -0.296
O -0.516 -0.087 3.143  -0.264
N -0.503 -0.694 0.587  -0.349
S 0.372 0.568 0.051  0.594
O -0.552 1.380 -0.696  -0.271
O 1.083 1.158 1.134  -0.247
C 1.533 -0.129 -1.101  -0.711
F 2.123 0.781 -1.888  0.126
F 2.462 -0.730 -0.353  0.134
F 0.958 -0.938 -1.949  0.152
Cl -5.103 0.062 -2.072  0.578
C -4.173 0.503 -3.593  -0.579
C -2.716 0.420 -3.345  -0.513
Cl -2.183 -1.284 -2.705  0.638
H -4.370 1.553 -3.854  0.089
H -4.586 -0.134 -4.422  0.100
H -2.434 1.059 -2.500  0.048
H -2.121 0.556 -4.230  0.047
Cl 0.099 2.327 -4.215  0.603
C -0.658 3.535 -3.172  -0.657
C -0.763 4.814 -3.999  -0.636
Cl 0.858 5.611 -4.069  0.530
H -0.079 3.694 -2.278  0.060
H -1.665 3.168 -2.915  0.065
H -1.441 5.498 -3.497  0.071
H -1.077 4.600 -5.006  0.053
Cl 7.385 -0.762 0.388  0.563
C 5.850 -1.399 -0.208  -0.679
C 5.386 -2.508 0.700  -0.666
Cl 6.448 -3.944 0.498  0.542
H 6.040 -1.894 -1.135  0.053
H 5.135 -0.595 -0.281  0.045
H 4.359 -2.846 0.505  0.062
H 5.388 -2.205 1.749  0.068
Br 3.556 3.947 2.653  0.655
C 4.123 2.763 1.119  -0.614
C 4.479 3.784 0.065  -0.728
Br 5.145 2.838 -1.507  0.622
H 3.323 2.129 0.743  0.028
H 5.003 2.206 1.432  0.059
H 5.313 4.385 0.389  0.039
H 3.581 4.350 -0.267  0.068
Br 1.551 1.208 5.700  0.689
C 0.683 2.432 4.513  -0.732
C 0.415 3.639 5.387  -0.734
Br -0.624 4.999 4.428  0.600
H -0.294 2.007 4.265  0.041
H 1.315 2.666 3.675  -0.023
H 1.336 3.990 5.785  0.035
H -0.077 3.366 6.300  0.037

Results
F_max, eV Å⁻¹: 4.163
Charge: 0
DFT total energy, a.u.: -18884.5297